Here is a cluster of 2 separate species, C4H11N4O2 in total from OMol25. Energies are from the ωB97M-V functional and the def2-TZVPD basis.

The geometry in XYZ format:
```
21
Properties=species:S:1:pos:R:3
C 0.82 -2.29 -3.03
C -1.91 2.54 2.50
C -1.84 0.41 1.44
C 1.39 -0.84 -0.89
N 0.76 -0.25 0.09
N 2.54 -1.38 -0.90
N 0.42 -1.15 -2.21
N -1.42 1.57 1.63
O 1.45 0.82 0.80
O 3.49 -1.33 -0.15
H 1.86 -2.33 -2.86
H 0.36 -3.17 -2.65
H 0.74 -2.22 -4.16
H -2.04 3.48 1.89
H -2.82 1.99 2.97
H -1.17 2.66 3.33
H -2.85 0.05 1.77
H -1.14 -0.07 0.78
H -0.61 -1.15 -2.05
H 2.40 0.82 0.54
H -0.44 1.84 1.16
```

Calculated values
Gap between HOMO and LUMO (alpha / beta): 0.257 / 0.271 Ha
Charge: +1


Here is a cluster of 2 separate species, C4H11N5 in total from OMol25. Energies are from the ωB97M-V functional and the def2-TZVPD basis.

The geometry in XYZ format:
```
20
Properties=species:S:1:pos:R:3
H -1.24 1.14 -0.66
N -1.09 0.78 0.43
N -1.11 -0.39 0.20
N -1.18 -0.43 -1.45
C -2.45 -0.59 -2.13
C -0.11 -1.22 -2.03
H -2.78 -1.63 -2.12
H -3.20 0.04 -1.65
H -2.36 -0.27 -3.18
H 0.04 -0.95 -3.08
H 0.81 -1.04 -1.48
H -0.34 -2.29 -1.99
C 2.00 0.99 3.32
N 1.48 1.16 1.96
C 2.07 0.55 0.95
N 2.60 0.07 0.04
H 1.56 1.76 3.96
H 1.77 0.00 3.73
H 3.08 1.13 3.31
H 0.47 1.20 1.87
```

Calculated values
Gap between HOMO and LUMO: 0.375 Ha
SMILES: [H]/N=N\N(C)C.CNC#N


Here is the ion C4H11N6 with charge +1 from OMol25. Energies are from the ωB97M-V functional and the def2-TZVPD basis.

The geometry in XYZ format:
```
21
Properties=species:S:1:pos:R:3
C 1.01 -1.28 -0.01
C -0.30 -1.54 -0.14
C 1.63 -0.03 -0.26
C -0.36 1.32 -0.21
N -1.11 0.30 -0.98
N 1.02 1.17 -0.35
N -1.34 -2.19 0.15
N 3.00 0.07 -0.30
N -0.71 1.21 1.16
N -2.35 0.13 -0.54
H 1.78 -1.95 0.49
H -0.69 2.24 -0.68
H 1.56 2.04 -0.21
H -1.57 -3.21 -0.10
H -2.22 -1.53 -0.17
H 3.62 -0.76 -0.25
H 3.46 1.00 -0.15
H -0.37 0.29 1.45
H -0.54 1.88 1.76
H -2.41 0.33 0.45
H -3.09 0.50 -1.11
```

Calculated values
Gap between HOMO and LUMO (alpha / beta): 0.248 / 0.271 Ha
Charge: +1
2S+1: 3


Here is a cluster of 2 separate species, C4H11NO in total from OMol25. Energies are from the ωB97M-V functional and the def2-TZVPD basis.

The geometry in XYZ format:
```
17
Properties=species:S:1:pos:R:3
C 0.87 -0.02 -0.79
N -0.60 0.03 -0.73
C -0.97 0.73 0.50
C 0.23 1.57 0.96
C 1.44 0.98 0.24
H 1.25 0.17 -1.80
H 1.19 -1.03 -0.51
H -0.98 0.48 -1.55
H -1.32 0.03 1.26
H -1.84 1.38 0.31
H 0.09 2.62 0.66
H 0.29 1.51 2.05
H 2.08 0.40 0.91
H 2.07 1.77 -0.19
H -0.84 -2.93 -0.74
H -1.73 -3.88 0.11
O -1.22 -3.81 -0.69
```

Calculated values
Gap between HOMO and LUMO (alpha / beta): 0.109 / 0.342 Ha
Charge: -1
2S+1: 2


no.,largest force on an atom (eV Å⁻¹)
1,6.47
2,2.68
3,5.64
4,0.85